Computed, not measured: a 2-piece molecular cluster, C4H14NO overall, with ωB97M-V/def2-TZVPD.

Atoms and positions in Å:
O: -0.370 1.988 -2.667
N: 1.076 1.091 -0.363
C: 0.913 -1.751 0.645
C: -0.046 -0.636 1.069
C: -0.242 0.387 -0.082
C: -1.467 -1.125 1.415
H: -0.491 -0.157 -0.976
H: -0.302 2.942 -2.529
H: -1.914 -0.351 2.038
H: -0.600 1.918 -3.600
H: 1.458 1.032 -1.312
H: -1.398 -2.045 1.999
H: -0.938 1.146 0.233
H: 0.673 -2.071 -0.357
H: 0.287 -0.033 1.904
H: 0.932 2.087 -0.237
H: 1.777 0.820 0.308
H: 0.824 -2.566 1.353
H: 1.932 -1.378 0.605
H: -2.104 -1.298 0.552

HOMO-LUMO gap: 12.251 eV
E_HOMO: -0.5777 Ha
Molar mass: 92.2 g/mol
Charge: +1

Atomic partial charges in e from the Mulliken method, atoms 1 to 5:
1 O -0.60
2 N -0.24
3 C -1.23
4 C 0.35
5 C -0.78